Run A
DFT (the ωB97M-V functional and the def2-TZVPD basis) results for a molecular structure, C43H53CrN3S2.

Properties
HOMO (alpha / beta): -6.422 / -7.904 eV
Molecular weight: 728.05 g mol⁻¹
Frontier orbital gap (alpha / beta): 0.20328 / 0.27023 Eh
Multiplicity: 5
Lowest unoccupied orbital energy (alpha / beta): -0.890 / -0.551 eV
Total charge: 0

Atoms and positions in Å:
S1 -2.176 0.574 0.234
H1 0.147 5.561 4.987
C1 0.458 0.489 -3.473
S2 0.782 1.359 0.986
H2 -2.747 -3.604 -1.054
H3 -1.510 3.660 -5.070
H4 -1.028 2.030 -5.560
C2 4.334 2.037 -2.499
H5 1.873 0.357 4.450
H6 -1.743 4.222 -2.598
H7 0.827 -2.779 -0.633
H8 -0.543 -3.707 -0.017
H9 -4.636 0.385 3.062
C3 1.400 -2.484 -4.822
H10 0.707 -3.275 -4.554
C4 3.885 0.587 -0.652
C5 -0.997 -2.642 -1.847
H11 1.833 2.725 -2.340
H12 5.501 -0.682 -0.039
H13 -4.530 -5.328 4.385
C6 -0.255 -2.775 -0.509
C7 -3.343 -2.732 2.569
C8 -0.761 0.058 4.456
H14 -1.201 -4.743 -2.236
C9 -2.210 0.405 4.234
N1 8.440 -0.413 -1.878
H15 2.844 -1.918 -1.705
H16 -3.098 -2.573 -2.442
H17 1.963 2.724 -0.594
H18 3.266 0.032 -3.430
H19 4.009 2.801 -3.195
C10 0.889 4.483 6.691
H20 -3.466 1.736 -2.621
Cr1 0.431 0.701 -1.276
H21 1.962 1.493 3.108
H22 -2.895 -4.824 2.596
C11 1.398 3.281 7.151
C12 -0.741 -3.879 -2.718
H23 -2.628 -2.506 1.785
C13 2.945 -0.695 -4.169
H24 -2.839 -0.230 4.861
H25 1.911 -3.327 -2.213
H26 -3.264 1.272 -4.317
C14 -2.499 -2.654 -1.533
C15 1.364 1.197 3.967
H27 -2.505 -0.277 -2.254
C16 2.033 2.084 -1.477
C17 1.559 2.215 6.273
N2 -2.561 0.173 2.849
C18 -1.486 -0.253 -2.589
H28 1.670 3.168 8.192
C19 2.541 -2.517 -2.567
H29 -4.075 -0.257 1.523
C20 -0.606 -1.325 -2.517
H30 -0.521 -1.938 0.149
C21 -0.340 0.821 2.191
H31 -3.495 2.969 -3.879
C22 -1.512 2.237 -3.445
H32 3.442 -2.966 -2.989
H33 -5.893 -3.508 5.353
H34 1.960 1.274 6.631
C23 -4.412 -4.313 4.029
N3 0.059 0.760 3.490
H35 1.151 1.072 -4.054
H36 0.913 -1.846 -5.562
H37 0.433 3.661 3.435
C24 -3.024 2.033 -3.573
C25 -5.177 -3.294 4.571
C26 6.043 0.553 -1.706
H38 -1.664 2.937 -1.385
C27 -1.261 3.276 -2.340
H39 -1.195 -3.769 -3.703
C28 0.704 3.559 4.479
H40 -2.394 1.451 4.508
C29 7.377 0.015 -1.802
C30 5.169 0.081 -0.730
H41 6.306 1.919 -3.337
H42 0.312 -4.107 -2.849
C31 0.541 4.621 5.351
C32 -3.915 -0.296 2.598
H43 -5.621 -1.192 4.534
C33 5.623 1.545 -2.587
H44 -0.196 3.472 -2.212
H45 0.095 3.059 -4.666
H46 -0.607 -1.026 4.375
C34 -0.953 2.773 -4.765
C35 -3.492 -4.030 3.025
C36 0.656 -0.859 -3.095
H47 0.764 5.315 7.371
C37 -1.696 0.510 1.853
H48 3.816 -1.287 -4.455
H49 3.210 0.215 0.111
C38 -5.023 -1.990 4.112
C39 3.430 1.559 -1.547
C40 -0.852 0.902 -3.120
C41 1.215 2.346 4.936
H50 -2.782 -1.853 -0.850
C42 -4.109 -1.701 3.110
H51 -0.460 0.376 5.455
H52 2.270 -2.943 -5.296
H53 2.610 -0.162 -5.059
C43 1.866 -1.639 -3.623

Here are the Mulliken charges for atoms 1 to 2, given in e: -0.4409 0.4014

Run B
DFT (the ωB97M-V functional and the def2-TZVPD basis) results for a molecular structure, C43H53CrN3S2.

Properties
HOMO (alpha / beta): -6.710 / -7.573 eV
Molecular weight: 728.05 g mol⁻¹
Frontier orbital gap (alpha / beta): 0.25633 / 0.23574 Eh
Multiplicity: 5
Lowest unoccupied orbital energy (alpha / beta): 0.265 / -1.158 eV
Total charge: 0

Atoms and positions in Å:
H1 -5.737 0.641 0.950
C1 0.453 -1.795 -0.881
H2 3.567 3.139 0.279
H3 -4.991 -3.241 -4.025
N1 -3.083 -6.973 -3.697
H4 -3.923 3.426 -5.729
H5 -2.313 1.215 2.186
H6 -3.927 -2.982 0.760
H7 -2.463 2.579 3.304
C2 -5.497 -3.344 -3.072
C3 -1.788 -5.016 -2.615
H8 -7.350 5.000 -3.703
C4 3.456 -2.150 0.642
C5 2.568 1.689 -1.021
H9 4.867 0.030 -0.275
S1 -2.006 -1.299 1.092
H10 3.846 -0.100 3.380
H11 -5.458 -0.224 -1.953
C6 -4.894 -2.865 -1.920
C7 -6.764 -3.617 -0.628
Cr1 0.000 -0.129 0.358
C8 -6.735 -3.971 -3.005
S2 -1.526 1.118 -1.025
C9 3.832 -1.035 2.815
H12 1.173 2.914 4.073
H13 2.032 2.827 -2.758
C10 -1.318 -3.969 -3.406
H14 2.635 -2.719 1.081
C11 -7.366 -4.108 -1.779
C12 3.579 -0.776 1.316
C13 0.166 3.091 3.688
H15 1.110 -2.248 -0.133
H16 0.651 2.010 -2.032
C14 -4.011 3.067 -3.620
H17 -6.493 4.099 -1.567
H18 1.315 3.476 -1.287
H19 0.230 3.850 2.905
C15 -5.695 4.266 -4.853
C16 -0.646 -2.910 -2.828
C17 4.841 -0.072 0.806
C18 -4.204 2.681 -1.148
H20 3.084 -1.697 3.251
H21 -8.329 -4.601 -1.715
C19 0.497 1.234 2.103
C20 -0.383 -2.866 -1.452
H22 4.695 2.094 -0.592
H23 -3.072 2.524 -3.586
C21 -0.632 0.805 4.297
C22 -4.866 -2.463 0.569
C23 -2.508 -6.102 -3.212
C24 3.009 0.579 -1.992
C25 3.750 2.625 -0.667
C26 -5.449 0.533 -1.173
C27 -1.553 -4.985 -1.239
H24 -0.654 -3.941 0.388
H25 -1.356 1.199 5.013
H26 -7.270 -3.725 0.327
H27 -1.731 2.820 1.709
H28 -6.599 -0.698 0.171
H29 -1.481 -3.999 -4.476
H30 3.287 -2.072 -0.432
N2 -4.162 1.218 -1.172
C28 1.353 0.113 2.222
H31 -4.829 3.019 -0.312
C29 -5.671 -0.129 0.175
H32 -7.199 -4.356 -3.904
H33 -0.280 -2.102 -3.452
H34 0.309 0.638 4.826
H35 3.770 0.964 -2.676
H36 4.937 0.918 1.256
C30 1.567 2.552 -1.809
H37 -3.917 -2.394 -1.976
C31 -0.857 -3.935 -0.676
H38 4.378 -2.717 0.799
C32 -5.523 -2.995 -0.686
H39 2.159 0.251 -2.593
C33 -1.824 2.121 2.544
N3 -4.566 -1.027 0.493
H40 -6.230 1.260 -1.392
C34 -4.490 3.572 -4.818
C35 -0.452 1.795 3.146
H41 -6.067 4.659 -5.790
C36 -6.414 4.456 -3.683
H42 -1.008 -0.155 3.932
C37 -5.932 3.946 -2.483
H43 1.064 -1.360 -1.674
H44 -5.523 -2.641 1.424
H45 -1.908 -5.803 -0.623
H46 1.376 -0.535 3.082
C38 2.316 0.096 1.170
H47 5.712 -0.661 1.098
H48 -0.447 3.489 4.500
H49 -3.190 3.030 -0.976
C39 -3.094 0.554 -0.610
H50 0.439 2.775 0.527
H51 3.861 3.385 -1.444
H52 4.802 -1.521 2.934
C40 -3.297 -0.578 0.220
C41 0.841 1.842 0.883
C42 -4.731 3.251 -2.442
H53 3.407 -0.298 -1.490
C43 1.936 1.144 0.266

Here are the Mulliken charges for atoms 1 to 2, given in e: 0.4051 -1.0625

Quick look at relative energies in eV: run A 0.779; run B 0.000.